Entry from the OMol25 dataset: a 14-piece molecular cluster, C98H214N10O18 overall (ωB97M-V/def2-TZVPD).

CARTESIAN COORDINATES (ANGSTROEM)
C (5.011, 6.392, 4.667)
C (4.031, 5.353, 4.020)
O (4.581, 4.015, 4.014)
O (5.367, 6.128, 6.020)
H (4.556, 7.338, 4.375)
H (5.930, 6.394, 4.081)
H (3.804, 5.574, 2.977)
H (3.049, 5.212, 4.471)
H (4.481, 3.541, 3.185)
H (5.472, 5.179, 6.120)
C (-6.462, -6.190, -1.146)
C (-6.896, -5.977, -2.629)
O (-5.987, -6.743, -3.402)
O (-5.378, -5.301, -0.674)
H (-6.359, -7.230, -0.836)
H (-7.352, -6.019, -0.540)
H (-6.768, -4.918, -2.853)
H (-7.872, -6.410, -2.850)
H (-5.939, -6.425, -4.307)
H (-5.178, -5.637, 0.202)
C (-3.267, 1.811, -3.393)
C (-4.490, 2.740, -3.554)
O (-4.375, 3.337, -4.870)
O (-3.482, 0.512, -4.022)
H (-3.091, 1.474, -2.372)
H (-2.304, 2.165, -3.761)
H (-4.427, 3.445, -2.726)
H (-5.416, 2.179, -3.431)
H (-4.632, 2.721, -5.560)
H (-3.648, 0.627, -4.960)
C (-4.533, -2.754, -3.343)
C (-4.729, -2.224, -1.895)
O (-5.851, -2.838, -1.153)
O (-5.051, -1.965, -4.347)
H (-4.806, -3.804, -3.235)
H (-3.459, -2.622, -3.472)
H (-4.804, -1.138, -1.843)
H (-3.815, -2.381, -1.322)
H (-5.671, -3.756, -0.935)
H (-4.572, -1.134, -4.311)
C (8.315, 1.213, -0.842)
C (7.093, 0.358, -0.309)
C (7.427, -1.128, -0.667)
C (6.560, -2.196, -0.040)
C (6.593, -1.872, 1.446)
C (6.068, -0.465, 1.827)
N (6.856, 0.515, 1.193)
O (6.642, 1.784, 1.647)
C (4.543, -0.289, 1.684)
C (6.483, -0.349, 3.374)
C (5.794, 0.831, -1.085)
H (9.186, 1.065, -0.204)
H (8.090, 2.275, -0.749)
H (8.531, 0.792, -1.824)
H (7.292, -1.354, -1.725)
H (8.484, -1.287, -0.454)
H (7.040, -3.162, -0.195)
H (5.524, -2.150, -0.378)
H (7.550, -2.178, 1.868)
H (6.003, -2.637, 1.952)
H (3.926, -0.559, 2.542)
H (4.339, 0.775, 1.561)
H (4.139, -0.892, 0.871)
H (7.497, -0.041, 3.630)
H (6.156, 0.584, 3.833)
H (6.111, -1.237, 3.885)
H (5.909, 0.870, -2.168)
H (5.502, 1.852, -0.839)
H (4.915, 0.205, -0.930)
H (7.417, 1.788, 2.214)
C (5.126, -0.490, -5.741)
C (3.836, -0.192, -6.539)
C (3.611, -1.474, -7.466)
C (2.296, -1.531, -8.116)
C (1.156, -1.484, -7.048)
C (1.213, -0.224, -6.194)
N (2.670, -0.065, -5.666)
O (2.803, 0.929, -4.680)
C (0.697, 0.923, -6.944)
C (0.265, -0.462, -4.985)
C (4.200, 1.098, -7.306)
H (5.862, -0.523, -6.545)
H (5.112, -1.484, -5.294)
H (5.352, 0.298, -5.023)
H (4.236, -1.767, -8.309)
H (3.749, -2.226, -6.689)
H (2.256, -2.433, -8.727)
H (2.094, -0.838, -8.933)
H (1.314, -2.394, -6.469)
H (0.231, -1.594, -7.614)
H (-0.117, 0.702, -7.635)
H (0.436, 1.717, -6.244)
H (1.380, 1.535, -7.533)
H (0.481, -1.263, -4.278)
H (0.156, 0.385, -4.308)
H (-0.681, -0.910, -5.289)
H (4.228, 1.935, -6.608)
H (3.541, 1.270, -8.157)
H (5.205, 1.086, -7.728)
H (2.417, 1.718, -5.066)
C (-2.953, 2.075, 4.048)
C (-2.923, 3.607, 3.743)
C (-2.150, 4.201, 5.013)
C (-1.455, 5.650, 4.798)
C (-0.812, 5.778, 3.395)
C (-1.697, 5.376, 2.170)
N (-2.203, 4.011, 2.454)
O (-2.899, 3.524, 1.342)
C (-2.730, 6.503, 1.951)
C (-0.498, 5.301, 1.159)
C (-4.315, 4.257, 3.965)
H (-1.918, 1.758, 4.174)
H (-3.345, 1.441, 3.253)
H (-3.650, 1.660, 4.777)
H (-2.811, 4.395, 5.858)
H (-1.467, 3.472, 5.449)
H (-0.709, 5.770, 5.583)
H (-2.166, 6.405, 5.136)
H (0.017, 5.084, 3.531)
H (-0.352, 6.757, 3.264)
H (-2.228, 7.442, 1.714)
H (-3.480, 6.125, 1.257)
H (-3.243, 6.713, 2.890)
H (-0.709, 4.598, 0.353)
H (-0.476, 6.326, 0.788)
H (0.538, 5.077, 1.411)
H (-4.619, 3.936, 4.961)
H (-4.924, 4.091, 3.076)
H (-4.114, 5.320, 4.094)
H (-2.367, 2.761, 1.108)
C (-9.284, 0.246, 3.435)
C (-8.536, 1.555, 3.599)
C (-7.226, 1.352, 4.374)
C (-6.154, 0.643, 3.481)
C (-6.005, 1.225, 2.138)
C (-7.242, 1.681, 1.422)
N (-8.242, 2.247, 2.345)
O (-9.434, 2.575, 1.687)
C (-6.778, 2.854, 0.511)
C (-7.706, 0.568, 0.508)
C (-9.306, 2.493, 4.580)
H (-8.868, -0.594, 2.879)
H (-10.276, 0.393, 3.007)
H (-9.359, -0.177, 4.436)
H (-6.796, 2.338, 4.551)
H (-7.363, 0.950, 5.378)
H (-6.285, -0.438, 3.428)
H (-5.247, 0.838, 4.054)
H (-5.527, 0.422, 1.577)
H (-5.328, 2.076, 2.211)
H (-5.696, 2.798, 0.390)
H (-7.150, 2.762, -0.510)
H (-7.121, 3.824, 0.872)
H (-8.324, 0.847, -0.346)
H (-6.867, -0.047, 0.183)
H (-8.269, -0.193, 1.048)
H (-8.787, 3.388, 4.924)
H (-9.661, 1.924, 5.440)
H (-10.174, 2.982, 4.138)
H (-9.351, 3.530, 1.738)
C (0.344, 0.021, -1.526)
C (0.496, 0.006, 0.052)
C (-0.831, 0.374, 0.806)
C (-1.927, -0.673, 1.057)
C (-1.205, -1.804, 1.687)
C (-0.055, -2.391, 0.765)
N (0.975, -1.292, 0.635)
O (2.031, -1.867, -0.095)
C (0.486, -3.516, 1.685)
C (-0.576, -3.055, -0.566)
C (1.655, 0.981, 0.249)
H (0.195, -0.946, -2.007)
H (1.214, 0.449, -2.023)
H (-0.510, 0.655, -1.762)
H (-0.454, 0.852, 1.710)
H (-1.164, 1.339, 0.425)
H (-2.416, -1.058, 0.162)
H (-2.753, -0.271, 1.644)
H (-1.981, -2.554, 1.841)
H (-0.838, -1.426, 2.641)
H (1.257, -4.169, 1.276)
H (0.884, -3.098, 2.610)
H (-0.338, -4.208, 1.858)
H (-1.185, -2.421, -1.210)
H (0.283, -3.267, -1.203)
H (-1.091, -3.975, -0.288)
H (1.505, 2.029, -0.011)
H (2.473, 0.619, -0.374)
H (2.146, 1.017, 1.222)
H (2.705, -1.841, 0.589)
C (3.647, 0.651, 7.921)
C (2.767, 0.508, 6.648)
C (3.449, -0.387, 5.654)
C (3.353, -1.864, 5.968)
C (1.859, -2.323, 6.062)
C (0.993, -1.524, 7.045)
N (1.329, 0.015, 6.825)
O (0.533, 0.826, 7.687)
C (-0.478, -1.851, 6.667)
C (1.098, -2.094, 8.545)
C (2.530, 1.909, 5.945)
H (4.697, 0.673, 7.628)
H (3.564, -0.060, 8.743)
H (3.468, 1.642, 8.338)
H (3.062, -0.135, 4.666)
H (4.538, -0.326, 5.662)
H (3.721, -1.928, 6.992)
H (4.011, -2.466, 5.341)
H (1.859, -3.308, 6.528)
H (1.453, -2.448, 5.058)
H (-1.145, -1.666, 7.508)
H (-0.843, -1.241, 5.840)
H (-0.672, -2.850, 6.274)
H (1.007, -3.177, 8.633)
H (1.904, -1.645, 9.125)
H (0.190, -1.680, 8.984)
H (3.558, 2.225, 5.767)
H (2.030, 2.664, 6.551)
H (2.018, 1.947, 4.983)
H (-0.022, 1.269, 7.041)
C (5.240, 4.773, -2.292)
C (5.136, 6.259, -2.042)
C (3.937, 6.640, -1.122)
C (4.144, 6.543, 0.410)
C (5.576, 7.177, 0.935)
C (6.746, 6.662, 0.048)
N (6.406, 6.781, -1.408)
O (7.576, 6.542, -2.150)
C (7.849, 7.603, 0.524)
C (7.016, 5.198, 0.404)
C (4.940, 7.011, -3.438)
H (4.213, 4.408, -2.270)
H (6.048, 4.138, -1.927)
H (5.490, 4.554, -3.330)
H (3.433, 7.573, -1.371)
H (3.159, 5.892, -1.273)
H (4.236, 5.499, 0.708)
H (3.264, 6.846, 0.977)
H (5.807, 6.819, 1.939)
H (5.590, 8.255, 1.094)
H (7.621, 8.664, 0.417)
H (7.987, 7.552, 1.604)
H (8.806, 7.483, 0.018)
H (7.216, 4.933, 1.442)
H (6.120, 4.587, 0.297)
H (7.876, 4.774, -0.115)
H (4.999, 8.094, -3.330)
H (3.928, 7.056, -3.840)
H (5.586, 6.678, -4.251)
H (7.494, 5.590, -2.066)
C (-4.629, -11.342, 3.852)
C (-3.767, -10.272, 3.165)
C (-4.444, -9.928, 1.746)
C (-4.151, -8.586, 1.007)
C (-4.177, -7.493, 2.058)
C (-3.357, -7.744, 3.408)
N (-3.755, -9.011, 4.009)
O (-3.242, -9.094, 5.295)
C (-1.729, -7.679, 3.101)
C (-3.593, -6.597, 4.322)
C (-2.317, -10.756, 2.947)
H (-4.510, -12.093, 3.070)
H (-5.685, -11.073, 3.820)
H (-4.248, -11.687, 4.813)
H (-4.108, -10.680, 1.032)
H (-5.509, -10.151, 1.688)
H (-4.894, -8.404, 0.231)
H (-3.182, -8.482, 0.519)
H (-5.191, -7.660, 2.421)
H (-4.381, -6.437, 1.887)
H (-1.375, -6.657, 2.961)
H (-1.094, -8.304, 3.728)
H (-1.456, -8.184, 2.175)
H (-4.658, -6.557, 4.553)
H (-2.970, -6.543, 5.215)
H (-3.324, -5.707, 3.754)
H (-2.258, -11.838, 3.072)
H (-1.566, -10.299, 3.591)
H (-1.854, -10.585, 1.975)
H (-3.987, -9.070, 5.901)
C (0.717, 6.122, -2.976)
C (-0.705, 6.010, -3.570)
C (-1.341, 7.409, -3.730)
C (-0.764, 8.107, -4.942)
C (-0.949, 7.319, -6.218)
C (-0.206, 5.897, -6.068)
N (-0.634, 5.309, -4.820)
O (-0.462, 3.984, -4.668)
C (-0.637, 5.099, -7.334)
C (1.357, 5.975, -6.254)
C (-1.597, 5.230, -2.571)
H (1.378, 6.843, -3.455)
H (1.101, 5.110, -3.103)
H (0.697, 6.477, -1.945)
H (-2.423, 7.280, -3.714)
H (-1.285, 8.149, -2.932)
H (0.304, 8.322, -4.948)
H (-1.136, 9.128, -5.032)
H (-0.483, 7.911, -7.005)
H (-1.996, 7.306, -6.522)
H (-1.711, 4.959, -7.219)
H (-0.602, 5.507, -8.345)
H (-0.230, 4.091, -7.415)
H (1.647, 5.969, -7.304)
H (1.913, 6.759, -5.739)
H (1.759, 5.117, -5.716)
H (-2.633, 5.244, -2.908)
H (-1.552, 5.790, -1.638)
H (-1.303, 4.217, -2.295)
H (-1.341, 3.654, -4.868)
C (0.173, -4.964, -4.034)
C (-0.160, -6.450, -4.139)
C (0.931, -7.210, -4.975)
C (2.223, -7.434, -4.216)
C (1.983, -8.264, -2.917)
C (0.885, -7.660, -2.027)
N (-0.273, -7.218, -2.811)
O (-1.275, -6.690, -2.023)
C (0.403, -8.795, -1.114)
C (1.593, -6.551, -1.170)
C (-1.466, -6.728, -4.994)
H (-0.725, -4.424, -3.736)
H (0.207, -4.613, -5.065)
H (1.039, -4.752, -3.406)
H (0.681, -8.099, -5.554)
H (1.263, -6.601, -5.815)
H (2.693, -6.458, -4.097)
H (3.033, -7.962, -4.720)
H (2.895, -8.554, -2.395)
H (1.615, -9.193, -3.352)
H (-0.418, -8.376, -0.532)
H (0.032, -9.707, -1.581)
H (1.193, -9.121, -0.437)
H (2.342, -5.913, -1.641)
H (0.791, -6.081, -0.602)
H (2.199, -6.878, -0.325)
H (-1.682, -7.778, -5.190)
H (-1.302, -6.372, -6.010)
H (-2.327, -6.276, -4.502)
H (-2.031, -7.202, -2.321)

- Strongest force on any atom: 5.1 eV Å⁻¹
- Lowest unoccupied orbital energy: 0.20 eV
- Gap between HOMO and LUMO: 8.26 eV
- Net charge: 0
- HOMO energy: -8.1 eV